Formula: C10H16
Source: OMol25
Level of theory: wB97M-V/def2-TZVPD

E_LUMO (eV): 0.99
Frontier orbital gap (eV): 10.028
Spin multiplicity: 1
Structure (SMILES): Cc1ccccc1.CCC
Relative energy (zero: lowest compared OMol25 entry of this formula, charge and spin) (kJ/mol): 100.0
E (Eh): -390.59778
Largest force on an atom (eV Å⁻¹): 2.72
Net charge: 0

Geometry as XYZ:
```
26
Properties=species:S:1:pos:R:3:forces:R:3
C -2.651 0.132 -0.276 -0.904 0.233 1.356
C -1.680 1.253 -0.487 -0.522 0.146 -0.326
C -0.708 1.438 0.464 0.662 1.229 -0.577
C 0.384 2.295 0.173 -0.472 -2.091 1.670
C 0.461 2.970 -1.006 0.378 0.487 -0.914
C -0.605 2.899 -1.932 0.824 -0.648 1.074
C -1.654 2.046 -1.663 -0.294 -0.117 0.179
H -2.179 -0.818 -0.462 0.067 -0.388 -0.593
H -3.582 0.259 -0.808 -0.085 -0.174 -0.609
H -2.990 0.020 0.782 0.466 0.449 -0.469
H -0.778 0.962 1.436 0.141 -0.242 -0.209
H 1.175 2.112 0.916 0.104 1.108 -0.574
H 1.384 3.504 -1.242 -0.373 0.031 -0.040
H -0.528 3.363 -2.894 -0.086 0.475 -0.201
H -2.467 2.046 -2.390 0.093 -0.503 0.243
C 0.395 -2.759 0.936 -0.754 0.385 -0.304
C 1.361 -1.555 0.601 -0.641 -1.458 0.347
C 2.781 -2.118 0.869 -1.673 0.343 1.194
H 1.001 -3.550 1.379 -0.328 -0.166 -0.121
H -0.457 -2.573 1.626 0.840 0.474 0.000
H -0.172 -3.144 0.088 0.499 -0.223 -0.418
H 1.019 -0.772 1.276 0.759 0.324 0.003
H 1.296 -1.154 -0.422 -0.290 -0.354 0.282
H 2.903 -3.083 0.381 0.423 0.389 -0.722
H 2.777 -2.421 1.921 0.281 0.288 0.160
H 3.512 -1.351 0.735 0.887 0.003 -0.429
```
Positions in Å, forces in eV/Å.

Need the natural (NBO) charges? In units of e they are: atom 1 (C): -0.63, atom 2 (C): -0.01, atom 3 (C): -0.21, atom 4 (C): -0.21, atom 5 (C): -0.23, atom 6 (C): -0.20, atom 7 (C): -0.22, atom 8 (H): 0.22, atom 9 (H): 0.22, atom 10 (H): 0.21, atom 11 (H): 0.21, atom 12 (H): 0.21, atom 13 (H): 0.21, atom 14 (H): 0.21, atom 15 (H): 0.21, atom 16 (C): -0.62, atom 17 (C): -0.40, atom 18 (C): -0.61, atom 19 (H): 0.20, atom 20 (H): 0.21, atom 21 (H): 0.21, atom 22 (H): 0.20, atom 23 (H): 0.20, atom 24 (H): 0.21, atom 25 (H): 0.20, atom 26 (H): 0.21